Here is a structure of composition C13H32Br2Cl3FN2O2 in a non-equilibrium geometry from the OMol25 dataset. Energies are from wB97M-V/def2-TZVPD.

Structure (XYZ):
```
55
Properties=species:S:1:pos:R:3:forces:R:3:mulliken_charge:R:1
C 0.69941 2.06313 0.41686 0.3 0.6 0.9 -0.7122
N -0.31875 1.87100 -0.65391 0.2 -0.5 0.6 0.0165
C -1.00637 3.14375 -1.03629 -1.1 1.2 0.1 -0.5298
C -2.27541 3.44242 -0.18487 0.7 0.6 0.4 -0.4986
O -2.35969 2.55166 0.92942 -0.5 -0.5 -0.1 -0.4311
C -2.57807 1.27026 0.37240 0.4 0.1 -0.4 -0.6195
C -1.28904 0.76137 -0.36994 -1.4 -0.1 -0.7 0.2558
H 1.48402 1.29679 0.38114 -0.6 -0.1 0.0 0.0536
H 1.22226 3.01879 0.28346 -0.3 -0.3 -0.4 0.3202
H 0.19210 2.11842 1.39399 0.2 -0.3 -0.4 0.3833
H 0.21271 1.56522 -1.47089 0.3 0.6 -0.6 0.3332
H -0.30761 3.96665 -0.86494 0.1 -0.5 -0.4 0.4939
H -1.22138 3.16610 -2.13056 0.6 0.0 0.1 0.2002
H -2.20821 4.44795 0.24948 0.1 -0.2 -0.2 0.2620
H -3.20318 3.44228 -0.78045 0.2 -0.4 0.1 0.3398
H -3.38877 1.36853 -0.37006 0.2 -0.2 0.2 0.3401
H -2.92194 0.56670 1.13670 0.3 0.2 0.1 0.3500
H -0.83360 -0.11270 0.11434 0.3 0.6 0.1 0.5394
H -1.63712 0.41670 -1.36033 0.4 0.2 0.5 -0.4420
F -0.38468 3.80577 -3.50731 -3.5 0.4 -1.1 -0.7515
C 3.66880 -4.14539 0.57957 0.0 -0.3 0.2 -1.5041
C 2.29981 -3.59824 0.20230 0.8 -0.2 -0.2 0.0114
C 2.35319 -2.23009 -0.47066 -0.8 0.4 0.3 -0.6134
O 2.60387 -1.22053 0.49763 0.2 -0.3 -0.5 -0.0712
C 3.96657 -0.78906 0.56549 0.1 0.2 0.4 -0.8961
N 1.49171 -3.43262 1.45853 -0.6 0.3 0.1 -0.7328
H 4.12764 -3.58464 1.39386 0.0 0.1 -0.1 0.3757
H 3.58928 -5.18403 0.90891 0.0 0.0 0.0 0.4822
H 4.34306 -4.11817 -0.27682 -0.1 0.0 0.0 0.3676
H 1.77608 -4.31745 -0.42785 -0.1 0.1 0.0 0.3383
H 1.36331 -2.01200 -0.88373 0.0 0.0 -0.1 0.1464
H 3.06389 -2.20136 -1.29730 0.1 -0.1 0.1 0.5093
H 4.48538 -0.90571 -0.38642 -0.1 0.0 0.0 0.3900
H 4.49242 -1.34408 1.34560 0.1 0.0 -0.1 0.3032
H 3.97143 0.26436 0.84152 -0.1 0.0 -0.1 0.2670
H 1.57952 -4.22139 2.11114 0.0 0.1 -0.2 0.4835
H 0.48499 -3.28114 1.24981 0.4 -0.1 0.1 0.4821
H 1.81304 -2.57053 1.92865 0.1 0.0 -0.1 0.4472
Cl -1.84667 -1.35758 -2.93731 -0.2 -0.3 0.0 -0.1935
C -1.76376 -1.27759 -4.71889 0.1 -0.2 -0.5 -0.4141
C -0.50035 -0.58133 -5.14577 0.1 0.3 -0.1 -0.5640
Cl -0.51171 1.13535 -4.71699 0.0 0.2 0.3 -0.0540
H -2.65786 -0.77862 -5.08379 0.0 0.1 0.2 0.3182
H -1.76818 -2.30023 -5.09464 0.0 -0.1 0.2 0.3047
H -0.37921 -0.64386 -6.22668 -0.1 -0.1 0.0 0.3488
H 0.37058 -1.03714 -4.67815 0.0 -0.1 0.0 0.2447
Br -0.53176 0.66189 4.97019 0.0 -0.1 -0.1 -0.1557
C -2.35041 0.89502 4.30894 0.2 0.3 -0.1 -0.4044
C -3.28265 1.33505 5.40514 -0.2 -0.2 0.0 -0.6242
Br -3.75481 -0.14857 6.57620 0.1 0.1 0.0 -0.1503
H -2.64224 -0.04565 3.85116 -0.1 0.0 0.1 0.4224
H -2.27688 1.66209 3.53834 0.0 0.0 0.0 0.1228
H -4.22647 1.67965 4.98781 0.0 0.0 -0.1 0.3754
H -2.86256 2.11294 6.03442 0.1 0.0 0.0 0.3986
Cl 1.63425 3.40985 -2.95841 3.0 -1.2 1.5 -0.6655
```
Positions in Å, forces in eV/Å.

Results
E_HOMO (Eh): -0.119
Molecular weight (g/mol): 533.6
Orbital gap (eV): 1.75
E_LUMO (eV): -1.50
Strongest force on any atom (eV Å⁻¹): 3.64